# 1
Here is a cluster of 2 separate species, C4H12OS2 in total from OMol25. Energies are from ωB97M-V/def2-TZVPD.

ΔE to the lowest compared entry with this formula, charge and spin ... 0.156 eV
SMILES string ... CCSSCC.O
Electronic energy ... -28060.7095 eV

Geometry (Å):
C (1.447, -1.378, -1.116)
C (-0.060, -1.615, -1.180)
S (-1.003, -0.075, -0.878)
S (-1.815, -0.342, 0.974)
C (-0.578, 0.253, 2.173)
C (0.223, 1.459, 1.707)
H (2.022, -2.296, -1.258)
H (1.641, -0.885, -0.151)
H (1.830, -0.688, -1.877)
H (-0.382, -2.298, -0.394)
H (-0.402, -2.056, -2.106)
H (-1.228, 0.506, 3.009)
H (0.086, -0.567, 2.440)
H (0.750, 1.895, 2.549)
H (-0.458, 2.177, 1.233)
H (0.876, 1.141, 0.904)
O (3.471, 1.828, -1.561)
H (2.787, 2.330, -2.029)
H (3.612, 2.279, -0.717)

---

# 2
Here is a cluster of 2 separate species, C4H12S in total in a non-equilibrium geometry from OMol25. Energies are from ωB97M-V/def2-TZVPD.

ΔE to the lowest compared entry with this formula, charge and spin ... 0.441 eV
SMILES string ... CSC.CC
Electronic energy ... -15177.2649 eV

Geometry (Å):
C (-0.094, -1.834, 2.539)
S (0.592, -0.772, 1.217)
C (0.545, -1.969, -0.086)
H (-1.167, -1.677, 2.469)
H (0.222, -2.877, 2.434)
H (0.255, -1.472, 3.504)
H (0.931, -1.424, -0.957)
H (-0.435, -2.420, -0.283)
H (1.169, -2.848, 0.121)
C (-0.993, 2.374, -2.989)
C (-0.465, 2.921, -1.647)
H (-0.800, 1.298, -3.003)
H (-2.061, 2.608, -3.068)
H (-0.441, 2.949, -3.742)
H (-0.860, 3.942, -1.548)
H (0.589, 2.946, -1.378)
H (-0.919, 2.443, -0.762)

---

# 3
Here is a cluster of 2 separate species, C4H12S2 in total in a non-equilibrium geometry from OMol25. Energies are from ωB97M-V/def2-TZVPD.

ΔE to the lowest compared entry with this formula, charge and spin ... 1.604 eV
SMILES string ... CSC.CSC
Electronic energy ... -26011.5136 eV

Geometry (Å):
C (-2.498, -1.970, -1.168)
S (-2.427, -0.215, -1.036)
C (-1.871, -0.061, 0.680)
H (-2.487, -2.552, -0.280)
H (-1.600, -2.174, -1.869)
H (-3.364, -2.324, -1.737)
H (-1.491, -1.099, 1.046)
H (-0.989, 0.514, 0.545)
H (-2.617, 0.320, 1.325)
C (1.547, 1.813, 1.218)
S (1.386, 1.500, -0.503)
C (2.790, 0.240, -0.791)
H (0.759, 2.613, 1.522)
H (2.604, 2.037, 1.481)
H (1.115, 0.984, 1.840)
H (2.944, 0.214, -1.852)
H (3.624, 0.700, -0.360)
H (2.573, -0.539, -0.062)

---

# 4
Here is a cluster of 2 separate species, C4H12S2 in total in a non-equilibrium geometry from OMol25. Energies are from ωB97M-V/def2-TZVPD.

ΔE to the lowest compared entry with this formula, charge and spin ... 0.486 eV
SMILES string ... CCS.CSC
Electronic energy ... -26012.6316 eV

Geometry (Å):
C (1.229, -0.730, 3.614)
C (1.384, -0.759, 2.075)
S (1.319, -2.403, 1.310)
H (2.003, -0.085, 4.017)
H (0.257, -0.313, 3.882)
H (1.341, -1.730, 4.022)
H (2.370, -0.357, 1.808)
H (0.635, -0.126, 1.621)
H (2.302, -2.963, 2.020)
C (-2.330, 2.231, -3.070)
S (-1.555, 1.754, -1.510)
C (-0.091, 0.889, -2.100)
H (-2.890, 3.135, -2.870)
H (-1.591, 2.423, -3.849)
H (-3.007, 1.451, -3.432)
H (0.631, 0.806, -1.293)
H (0.342, 1.399, -2.963)
H (-0.351, -0.112, -2.466)

---

# 5
Here is a cluster of 2 separate species, C4H12S2Si in total in a non-equilibrium geometry from OMol25. Energies are from ωB97M-V/def2-TZVPD.

ΔE to the lowest compared entry with this formula, charge and spin ... 5.245 eV
Electronic energy ... -33887.4404 eV

Geometry (Å):
C (0.078, 1.706, 0.161)
C (1.388, -0.150, -1.050)
C (-1.050, -0.035, -1.296)
C (0.122, 0.212, -0.288)
Si (-0.060, -0.967, 1.152)
S (0.231, -2.994, 0.478)
S (1.352, -0.490, 2.768)
H (-0.179, 2.385, -0.655)
H (-0.676, 1.712, 0.948)
H (1.053, 1.899, 0.606)
H (1.709, 0.439, -1.843)
H (1.245, -1.218, -1.523)
H (2.164, -0.026, -0.344)
H (-0.844, 0.492, -2.183)
H (-1.245, -1.081, -1.262)
H (-1.973, 0.468, -0.823)
H (-3.110, 1.322, 0.165)
H (-0.639, -3.399, 1.306)
H (0.434, -0.274, 3.684)

---

# 6
Here is a cluster of 2 separate species, C4H12Si2 in total in a non-equilibrium geometry from OMol25. Energies are from ωB97M-V/def2-TZVPD.

ΔE to the lowest compared entry with this formula, charge and spin ... 4.390 eV
Electronic energy ... -20092.4396 eV

Geometry (Å):
C (-2.038, 0.400, -0.488)
C (-2.673, -0.404, -1.549)
C (1.823, 0.545, 3.069)
C (1.749, -0.663, 0.053)
Si (-1.818, -0.725, -3.130)
Si (2.003, 0.831, 1.219)
H (-2.603, 0.638, 0.441)
H (-1.104, 0.896, -0.710)
H (-3.476, -0.962, -1.122)
H (1.512, -0.424, 3.394)
H (2.714, 0.657, 3.634)
H (1.126, 1.241, 3.356)
H (2.562, -1.325, -0.051)
H (0.817, -1.104, 0.399)
H (1.523, -0.313, -0.898)
H (-0.612, -0.006, -3.722)
H (-2.536, -1.059, -4.376)
H (1.032, 1.778, 0.483)

---

# 7
Here is the ion C4H13BN with charge +1 in a non-equilibrium geometry from OMol25. Energies are from ωB97M-V/def2-TZVPD.

ΔE to the lowest compared entry with this formula, charge and spin ... 0.000 eV
SMILES string ... CCBCC[NH3+]
Charge ... +1
Electronic energy ... -6516.9756 eV

Geometry (Å):
C (-2.044, 0.741, 0.528)
C (-1.320, 0.019, -0.694)
B (-0.415, -1.257, -0.284)
C (1.183, -1.425, -0.067)
C (1.872, -0.028, -0.183)
N (1.077, 1.065, 0.425)
H (-2.426, 1.726, 0.204)
H (-1.412, 1.029, 1.400)
H (-2.921, 0.177, 0.730)
H (-0.787, 0.759, -1.362)
H (-2.057, -0.430, -1.358)
H (-0.877, -2.338, -0.156)
H (1.303, -1.988, 0.930)
H (1.512, -2.283, -0.810)
H (2.797, -0.115, 0.350)
H (1.885, 0.078, -1.329)
H (0.910, 1.080, 1.500)
H (0.235, 1.238, -0.079)
H (1.485, 1.952, 0.254)

---

# 8
Here is a structure of composition C4H13Cr2HgO8S in a non-equilibrium geometry from OMol25. Energies are from ωB97M-V/def2-TZVPD.

Multiplicity ... 9
Charge ... +1
Electronic energy ... -92581.6147 eV

Geometry (Å):
Hg (1.073, -15.324, -14.337)
Cr (-2.727, -14.025, -15.377)
Cr (-2.090, -13.990, -12.132)
C (-4.905, -11.214, -14.549)
C (-4.381, -12.034, -13.382)
O (-3.623, -13.168, -13.618)
H (-4.154, -11.097, -15.330)
H (-5.161, -10.243, -14.125)
H (-5.779, -11.667, -15.018)
H (-5.198, -12.231, -12.688)
H (-3.858, -11.264, -12.814)
S (-0.577, -14.113, -17.129)
O (-1.571, -15.134, -16.881)
O (-1.256, -12.992, -16.495)
O (0.617, -14.477, -16.355)
O (-0.316, -13.850, -18.542)
O (-1.344, -14.786, -13.949)
H (-1.164, -15.672, -14.320)
O (-0.644, -12.602, -12.165)
H (-0.996, -11.936, -12.788)
C (-0.935, -18.167, -13.665)
C (-0.824, -18.141, -15.192)
O (-0.090, -16.977, -15.490)
H (0.036, -18.111, -13.173)
H (-1.521, -19.014, -13.307)
H (-1.574, -17.310, -13.453)
H (-1.793, -17.992, -15.667)
H (-0.346, -19.069, -15.505)
H (-0.502, -16.572, -16.257)